{"formula": "C5H16N2O", "method": "wB97M-V/def2-TZVPD", "e_above_lowest_kj_mol": 103.9, "gap_ev": 9.57, "smiles": "CC[C@@H](CN)NC.O", "symbols": ["C", "C", "C", "C", "N", "N", "C", "H", "H", "H", "H", "H", "H", "H", "H", "H", "H", "H", "H", "H", "H", "O", "H", "H"], "coordinates": [[-0.99, -2.75, 0.42], [-1.28, -1.25, 0.33], [-0.07, -0.29, 0.28], [0.27, 0.18, -1.13], [1.62, -0.23, -1.54], [-0.23, 0.85, 1.21], [-0.77, 2.10, 0.73], [-1.70, -3.27, -0.25], [-0.04, -3.08, -0.01], [-1.23, -3.18, 1.39], [-1.87, -0.99, 1.22], [-1.99, -1.08, -0.48], [0.81, -0.82, 0.65], [0.22, 1.26, -1.24], [-0.48, -0.18, -1.79], [1.72, -1.21, -1.77], [1.83, 0.29, -2.37], [-0.68, 0.61, 2.08], [-1.29, 2.64, 1.52], [0.01, 2.78, 0.35], [-1.54, 2.07, -0.06], [2.76, 2.20, 0.13], [2.79, 1.44, -0.45], [2.13, 1.89, 0.80]], "mulliken_charge": [-1.17, -0.64, 0.33, -0.85, -0.64, -0.36, -1.07, 0.31, 0.35, 0.30, 0.37, 0.34, 0.15, 0.53, 0.41, 0.19, 0.24, 0.27, 0.35, 0.31, 0.32, -0.69, 0.34, 0.32]}

=====

{"formula": "C5H16N2O", "method": "wB97M-V/def2-TZVPD", "e_above_lowest_kj_mol": 73.3, "gap_ev": 10.14, "smiles": "CC(C)N.CNCO", "symbols": ["C", "C", "C", "N", "H", "H", "H", "H", "H", "H", "H", "H", "H", "C", "N", "C", "O", "H", "H", "H", "H", "H", "H", "H"], "coordinates": [[1.12, 0.74, 0.44], [0.86, 2.22, 0.16], [0.28, 2.92, 1.39], [2.03, 2.98, -0.28], [0.23, 0.27, 0.86], [1.33, 0.25, -0.51], [1.99, 0.62, 1.08], [0.14, 2.30, -0.65], [0.14, 3.98, 1.19], [-0.71, 2.51, 1.64], [0.92, 2.77, 2.26], [2.34, 2.67, -1.20], [2.83, 2.78, 0.32], [-1.46, -3.77, -0.05], [-1.53, -2.32, -0.12], [-0.84, -1.76, -1.26], [-1.09, -0.38, -1.35], [-1.91, -4.19, -0.96], [-2.04, -4.13, 0.79], [-0.44, -4.15, 0.05], [-1.20, -1.90, 0.74], [0.25, -1.87, -1.20], [-1.21, -2.27, -2.15], [-2.04, -0.27, -1.20]], "mulliken_charge": [-0.98, 0.59, -1.43, -0.73, 0.09, 0.21, 0.43, 0.24, 0.39, 0.35, 0.30, 0.27, 0.25, -0.89, -0.35, -0.44, -0.46, 0.30, 0.32, 0.31, 0.20, 0.30, 0.45, 0.28]}

=====

{"formula": "C5H16N2O", "method": "wB97M-V/def2-TZVPD", "e_above_lowest_kj_mol": 587.1, "gap_ev": 8.07, "symbols": ["C", "N", "C", "C", "C", "C", "N", "H", "H", "H", "H", "H", "H", "H", "H", "H", "H", "H", "H", "H", "H", "H", "H", "O"], "coordinates": [[1.26, -0.06, -0.89], [2.38, 0.23, -0.01], [3.51, -0.67, -0.10], [0.04, 0.76, -0.57], [-0.52, 0.55, 0.79], [-1.17, -0.83, 0.98], [-2.52, -0.63, 1.36], [1.37, -0.20, -2.01], [1.24, -1.20, -0.78], [2.69, 1.19, -0.15], [3.13, -1.66, 0.10], [4.26, -0.48, -0.93], [4.23, -0.46, 0.70], [0.21, 1.86, -0.75], [-0.83, 0.52, -1.25], [0.23, 0.63, 1.60], [-1.31, 1.32, 0.90], [-0.60, -1.51, 1.63], [-1.04, -1.31, -0.04], [-1.32, 0.32, -2.06], [-3.02, -1.49, 1.53], [-2.86, -0.15, 0.47], [-2.83, 1.43, -1.36], [-2.40, 0.62, -1.08]], "mulliken_charge": [-0.52, -0.18, -0.90, -0.24, -0.71, -0.45, -0.75, 0.31, 0.29, 0.21, 0.35, 0.26, 0.31, 0.40, -0.45, 0.39, 0.37, 0.43, 0.19, 0.64, 0.24, 0.32, 0.26, -0.76]}